2
Properties=species:S:1:pos:R:3 method="wB97M-V/def2-TZVPD" charge=0 total_energy_ha=-1.15778 de_lowest_ev=0.084 spin_multiplicity=1 fmax_ev_per_a=2.1 orbital_gap_ev=16.47 e_homo_ev=-14.1
H 0.000 0.000 0.407
H 0.000 0.000 -0.407